23
Properties=species:S:1:pos:R:3:lowdin_charge:R:1 method="wB97M-V/def2-TZVPD" homo_lumo_gap_ev=9.85 largest_force_ev_per_a=4.96 e_above_lowest_kcal_mol=172.2 lumo_energy_ev=-9.20 smiles="C=[N+](C)N(C)[NH+](C)C" charge=+2 energy_ev=-9876.09370
C 2.28953 0.57258 0.80559 0.2387
C 1.90735 -1.53153 -0.19850 0.0448
C 0.26238 1.67379 -0.57009 -0.0571
C -1.68140 0.17614 1.22502 0.0434
C -1.75867 -0.47197 -1.11504 0.0448
N 1.50410 -0.21577 0.21684 -0.1728
N 0.40473 0.34115 -0.21897 -0.1007
N -0.89967 -0.41949 0.10802 -0.0333
H 1.98831 1.45338 1.27534 0.1284
H 3.32249 0.39557 0.67852 0.1389
H 1.33928 -1.96299 -1.10992 0.1587
H 2.98428 -1.43339 -0.51434 0.1398
H 2.05635 -2.21465 0.67758 0.1408
H -0.23076 2.37549 0.20665 0.1531
H 1.17854 2.24782 -0.78384 0.1256
H 0.07058 1.80448 -1.69798 0.1541
H -1.19003 0.05357 2.19290 0.1275
H -1.77122 1.19942 1.04821 0.0816
H -2.60701 -0.23839 1.48479 0.1126
H -2.77671 -0.86967 -0.96810 0.1420
H -1.88713 0.50692 -1.52581 0.1024
H -1.39452 -1.00442 -1.93145 0.0926
H -0.51798 -1.32876 0.43568 0.1940